Entry 1:
Computed, not measured: a structure of composition C8H12IO6Ti, with wB97M-V/def2-TZVPD.

Frontier orbital gap (alpha / beta) = 5.44 / 7.84 eV
E_LUMO (alpha / beta) = 0.27 / 0.21 eV
Energy above the lowest of the compared OMol25 structures with the same formula, charge and spin = 0.8227 eV
2S+1 = 4
F_max = 0.078 hartree/bohr
Total charge = 0

The geometry in XYZ format:
```
28
Properties=species:S:1:pos:R:3:forces:R:3
Ti 0.35673 -3.19483 -0.50930 -0.142 0.461 -0.340
I -0.45302 -2.89912 -3.19809 0.079 -0.102 0.404
C 4.80484 0.52184 2.63211 -0.600 0.747 -0.554
C 3.28960 0.60547 2.23365 2.427 0.446 0.863
C 2.94711 1.01695 0.83896 -0.971 1.472 -0.660
O 2.34014 -0.10871 0.21279 0.595 -2.010 1.037
C 2.33852 -1.19430 1.09387 1.214 1.306 -1.300
O 2.08076 -2.33067 0.67842 0.068 2.758 2.263
O 2.83567 -0.72117 2.33355 -2.248 -2.849 -1.722
H 4.90136 0.24187 3.68111 -0.116 -0.424 -0.183
H 5.29761 1.49244 2.57534 -0.210 0.255 -0.193
H 5.35536 -0.13416 1.95781 -0.111 -0.247 0.196
H 2.85074 1.32269 2.92727 -0.608 -0.645 0.329
H 3.77516 1.51004 0.32973 0.327 -0.948 -0.553
H 2.18017 1.78991 0.78985 -0.151 0.049 0.434
C -3.69692 0.16799 -3.06115 0.323 0.973 0.399
C -3.26559 0.68446 -1.65837 -0.145 -1.024 -0.334
C -4.26905 0.50070 -0.50128 0.999 -0.187 -0.755
O -3.56250 -0.39577 0.41439 -0.420 0.067 -0.003
C -2.33527 -0.74995 -0.04312 0.164 -0.425 -1.232
O -1.58904 -1.56462 0.49873 -1.382 2.023 -1.219
O -2.11921 -0.12020 -1.25748 0.087 -0.340 1.689
H -4.39445 0.86309 -3.52848 -0.217 0.103 0.191
H -4.14254 -0.82630 -3.09139 0.190 -0.013 0.413
H -2.82162 0.18523 -3.71049 0.082 -0.226 0.114
H -3.01603 1.74548 -1.65044 0.586 -0.163 -0.496
H -5.19268 0.12786 -0.94400 -0.021 -0.758 0.730
H -4.49581 1.46380 -0.04398 0.202 -0.300 0.482
```
Positions in Å, forces in eV/Å.

---

Entry 2:
Computed, not measured: a structure of composition C8H12N, with wB97M-V/def2-TZVPD.

Frontier orbital gap (alpha / beta) = 9.37 / 9.36 eV
E_LUMO (alpha / beta) = -6.07 / -6.07 eV
Energy above the lowest of the compared OMol25 structures with the same formula, charge and spin = 1.9238 eV
F_max = 0.080 hartree/bohr
Total charge = +1

The geometry in XYZ format:
```
21
Properties=species:S:1:pos:R:3:forces:R:3
C 2.22503 0.30758 -0.20778 -2.213 -0.541 3.430
C 1.33939 0.72946 -1.23605 -0.039 0.376 -0.889
C 2.44922 -0.81738 0.63414 0.873 -0.730 -0.066
C -1.88934 -0.69267 -0.20170 -0.020 -0.022 0.166
C -1.89088 0.46338 0.79488 -0.028 0.015 -0.186
C -0.40596 -1.06404 -0.32995 -0.096 -0.228 -0.106
C -0.72059 1.31686 0.31017 -0.093 -0.134 0.226
C 0.31721 0.26321 -0.07704 -0.464 0.311 -0.676
N 1.38706 0.20344 0.99002 2.250 0.843 -2.063
H 1.19029 1.79814 -1.36101 0.063 0.065 0.148
H 1.46389 0.24329 -2.20488 -0.109 -0.050 0.183
H 2.20773 -1.82720 0.30863 -0.083 0.071 -0.065
H 3.26453 -0.75402 1.34960 -0.131 0.066 -0.054
H -2.48623 -1.53644 0.13323 -0.042 -0.054 -0.094
H -2.27091 -0.34909 -1.16223 -0.070 -0.035 -0.064
H -2.82947 1.01057 0.80328 -0.018 0.039 0.069
H -1.69165 0.09580 1.80097 -0.038 -0.007 0.094
H -0.14606 -1.78621 0.44528 0.047 -0.017 -0.022
H -0.16675 -1.48696 -1.30426 0.047 -0.092 0.078
H -1.01381 1.90065 -0.56380 0.049 -0.015 -0.017
H -0.33269 1.98163 1.07851 0.114 0.140 -0.089
```
Positions in Å, forces in eV/Å.

---

Entry 3:
Computed, not measured: a cluster of 2 separate species, C8H12N in total, with wB97M-V/def2-TZVPD.

Frontier orbital gap (alpha / beta) = 6.61 / 7.67 eV
E_LUMO (alpha / beta) = -4.22 / -5.51 eV
Energy above the lowest of the compared OMol25 structures with the same formula, charge and spin = 0.6123 eV
2S+1 = 3
F_max = 0.059 hartree/bohr
Total charge = +1

The geometry in XYZ format:
```
21
Properties=species:S:1:pos:R:3:forces:R:3
C 0.02941 -1.44440 -0.90071 -1.120 1.921 0.685
C -0.58589 -0.37092 -0.81667 -0.957 0.074 0.956
C 0.23767 -3.97008 -0.28250 -0.047 2.168 -0.424
C 1.34725 -3.26241 0.33134 1.279 1.758 0.062
C 0.76681 -2.57449 -0.91443 1.009 -2.595 -0.441
C -1.37700 0.71964 -0.74325 1.642 -1.746 -0.998
C -0.11807 2.65890 0.92118 -1.356 1.240 -0.345
C -0.11635 4.03178 0.31125 1.165 -2.515 -1.294
N -1.15500 1.78059 0.99307 1.285 -0.461 -0.243
H 0.38939 -4.62829 -1.07479 0.105 -1.701 -0.537
H -0.73660 -3.86775 0.16731 -0.010 -0.331 0.060
H 1.10002 -2.66745 1.22187 0.372 -0.671 -0.176
H 2.43298 -3.41016 0.12414 -1.120 -0.632 0.679
H 1.35655 -2.75168 -1.82025 -0.301 0.094 0.259
H -1.24195 1.29996 -1.63872 -0.852 1.439 0.158
H 0.85970 2.36244 1.24456 0.007 -0.797 0.335
H 0.57857 4.55828 0.89326 1.005 1.085 0.695
H -1.00480 4.55572 0.25530 -2.058 0.796 0.055
H 0.31049 3.98824 -0.73063 -0.279 -0.074 0.796
H -2.16096 1.99876 0.81437 1.259 0.185 0.731
H -0.91220 0.99332 1.64430 -1.028 0.762 -1.013
```
Positions in Å, forces in eV/Å.

---

Entry 4:
Computed, not measured: a structure of composition C8H12N2, with wB97M-V/def2-TZVPD.

Frontier orbital gap = 8.28 eV
E_LUMO = 0.93 eV
Energy above the lowest of the compared OMol25 structures with the same formula, charge and spin = 4.8931 eV
F_max = 0.124 hartree/bohr
Total charge = 0

The geometry in XYZ format:
```
22
Properties=species:S:1:pos:R:3:forces:R:3
C -0.49917 1.21162 -0.49326 -1.059 1.950 0.316
C -1.07027 0.06226 -0.19138 1.961 -4.216 0.390
C 0.92911 1.13785 -0.30653 0.424 -0.196 0.346
C 0.47065 -1.12281 -0.08558 -4.272 4.753 0.031
C 1.70673 2.19340 -0.20963 3.609 -2.099 -0.767
C 0.25766 -2.40903 -0.02374 -0.112 -1.284 1.336
C 2.86732 -0.49726 0.12479 -0.830 -1.710 -0.834
C -3.42201 0.34933 0.20166 -0.252 0.391 -0.019
N 1.40043 -0.14092 -0.06518 2.088 -2.182 -0.932
N -2.30100 -0.52680 -0.01067 2.074 0.681 -0.179
H -0.93903 2.24636 -0.68633 0.395 -1.753 0.314
H 2.83690 2.01411 -0.31285 -1.971 1.124 0.696
H 1.16924 3.04836 -0.13038 -0.547 3.079 -0.198
H 1.08422 -3.11877 -0.02510 -0.343 -0.092 0.122
H -0.70149 -2.64875 0.50992 0.926 -0.383 -1.166
H 3.00315 -1.63357 -0.15475 -0.256 2.388 -0.286
H 3.56353 0.19697 -0.44237 -0.966 -1.167 0.780
H 3.09059 -0.59780 1.18624 0.094 0.907 0.160
H -3.79214 0.64937 -0.78706 0.177 0.694 0.375
H -4.26566 -0.10647 0.65988 -0.558 -1.100 0.365
H -3.20750 1.17048 0.92427 0.247 -0.132 -0.955
H -2.18126 -1.47792 0.31805 -0.828 0.346 0.106
```
Positions in Å, forces in eV/Å.

---

Entry 5:
Computed, not measured: an isolated molecule of C8H12N2O, with wB97M-V/def2-TZVPD.

Frontier orbital gap = 9.20 eV
E_LUMO = 0.70 eV
Energy above the lowest of the compared OMol25 structures with the same formula, charge and spin = 3.3980 eV
F_max = 0.123 hartree/bohr
Total charge = 0

The geometry in XYZ format:
```
23
Properties=species:S:1:pos:R:3:forces:R:3
C -0.80027 -1.22110 -0.53724 0.394 -1.929 1.461
C -1.02865 -1.05120 0.98205 -0.898 0.651 -2.895
C -1.27760 0.11818 -1.08098 0.303 -1.265 -0.870
C -1.79960 0.04129 1.14200 1.244 -1.643 0.596
C 2.31105 -1.29275 0.44589 0.955 0.280 -0.572
C -2.00585 0.75729 -0.12127 1.618 -1.169 -0.990
C 3.39065 -0.21852 0.65005 -5.806 1.554 -1.909
C -2.90007 1.91382 -0.15194 2.742 3.650 -3.515
N 1.58446 -1.15170 -0.69212 -1.510 -2.223 1.110
N 0.44314 -1.97971 -0.94389 0.604 2.149 -0.267
O 2.15696 -2.22421 1.22501 -0.335 0.486 -0.315
H -1.47106 -1.98285 -0.99632 -0.740 0.612 0.772
H -0.64981 -1.78301 1.62981 0.211 -0.609 1.176
H -1.15282 0.13148 -2.18434 -0.657 1.063 0.823
H -2.14143 0.23718 2.13345 -0.579 0.890 0.293
H 4.09540 -0.25780 -0.05820 2.871 -0.504 -2.655
H 2.84994 0.78494 0.43681 1.056 -1.350 1.154
H 3.73024 -0.44301 1.55875 1.579 0.076 3.780
H -2.31493 2.86098 0.28681 -1.708 -2.025 -0.470
H -3.74286 1.59959 0.33783 -2.333 0.147 1.464
H -3.17115 2.25273 -1.26632 0.503 -0.881 2.425
H 1.69631 -0.58207 -1.47274 1.022 1.430 -0.754
H 0.60590 -2.87533 -0.47295 -0.537 0.611 0.160
```
Positions in Å, forces in eV/Å.

---

Entry 6:
Computed, not measured: a cluster of 2 separate species, C8H12N2O2 in total, with wB97M-V/def2-TZVPD.

Frontier orbital gap = 2.39 eV
E_LUMO = 4.58 eV
F_max = 0.034 hartree/bohr
Total charge = -2

The geometry in XYZ format:
```
24
Properties=species:S:1:pos:R:3:forces:R:3
C 3.82309 0.70283 1.04932 -0.178 0.095 -0.102
C 2.49166 -0.06999 1.15432 0.809 0.225 -0.741
C 1.55309 0.21569 -0.04589 -0.059 0.222 0.836
C 1.74569 -0.82918 -1.04528 0.330 -0.965 -1.431
N 2.00599 -1.62458 -1.84869 -0.247 0.896 1.092
C 0.08997 0.43599 0.34957 0.279 0.037 -0.395
C -0.43061 -0.55997 1.26079 -1.256 -0.648 -0.148
N -1.10326 -1.30679 1.82634 0.921 0.084 0.367
H 3.91634 1.22304 0.09947 -0.033 0.013 -0.200
H 3.90831 1.46456 1.81606 0.082 0.104 0.234
H 4.67679 0.03934 1.11295 0.220 -0.100 0.176
H 2.75804 -1.11713 1.10615 -0.315 -0.347 0.450
H 2.00556 0.16454 2.09040 -0.258 -0.131 0.162
H 1.88961 1.14829 -0.48357 -0.053 0.162 -0.372
H -0.01242 1.40302 0.83151 0.080 0.227 0.045
H -0.54984 0.46091 -0.55271 -0.721 -0.053 -0.214
O -2.23964 0.62280 -2.04454 0.254 -0.198 -0.068
C -3.33261 -0.20838 -1.85000 0.233 0.375 0.584
C -3.85780 -0.22425 -0.36546 -0.265 -0.389 -0.800
O -4.90922 -1.06972 -0.15768 0.086 0.257 0.369
H -3.15727 -1.28633 -2.09554 0.226 0.042 0.072
H -4.23398 0.02998 -2.47217 0.118 0.291 -0.032
H -4.04343 0.86120 -0.11793 -0.198 0.013 -0.060
H -2.92983 -0.44453 0.21408 -0.053 -0.213 0.176
```
Positions in Å, forces in eV/Å.

---

Entry 7:
Computed, not measured: an isolated molecule of C8H12N2O2, with wB97M-V/def2-TZVPD.

Frontier orbital gap = 10.71 eV
E_LUMO = 0.73 eV
Energy above the lowest of the compared OMol25 structures with the same formula, charge and spin = 1.2156 eV
F_max = 0.068 hartree/bohr
Total charge = 0

The geometry in XYZ format:
```
24
Properties=species:S:1:pos:R:3:forces:R:3
C -0.95532 -1.23879 -1.58740 0.698 2.227 1.321
C 1.07454 -0.08676 -1.25201 -2.728 -0.839 -0.206
C 0.15840 0.11676 -0.04952 -0.090 2.222 1.040
C 0.11222 1.58870 0.36188 -1.366 1.235 -2.543
C -0.87534 1.94535 1.48383 1.646 -2.164 0.890
C -0.42062 0.86447 2.74004 -2.245 0.816 -2.583
C 0.81580 0.08138 2.39011 1.069 1.016 2.340
C 0.62667 -0.70424 1.12215 0.833 -1.578 -0.310
H 0.55879 -0.88579 -3.03033 0.076 -0.751 -1.055
H 1.00445 2.02748 0.70158 1.781 -0.238 0.289
H -0.01125 2.12220 -0.64795 -0.536 -0.233 1.502
H -0.77638 3.02528 1.61962 -0.082 -0.288 0.707
H -1.88924 1.69213 1.26234 -0.700 0.077 -0.297
H -1.23623 0.11668 2.74177 -0.023 0.477 0.239
H -0.39712 1.32277 3.70477 0.180 0.415 0.509
H 1.62273 0.81223 2.53390 0.419 -0.204 -1.327
H 1.04977 -0.48224 3.31548 -0.348 -0.736 -0.781
H -0.06521 -1.54208 1.33897 0.199 0.392 -0.208
H 1.48857 -1.14697 0.60030 0.523 -0.442 1.709
H -1.86645 -0.58528 -0.01999 0.210 0.479 0.600
N 0.33455 -0.98410 -2.07080 1.404 0.189 -0.107
N -1.09984 -0.26476 -0.59924 -1.737 -1.480 -0.325
O -1.78707 -2.05081 -1.83335 -0.226 -0.853 -1.176
O 2.11914 0.40886 -1.50223 1.044 0.260 -0.230
```
Positions in Å, forces in eV/Å.

---

Entry 8:
Computed, not measured: an isolated molecule of C8H12N2S, with wB97M-V/def2-TZVPD.

Frontier orbital gap (alpha / beta) = 7.15 / 7.15 eV
E_LUMO (alpha / beta) = 0.33 / 0.32 eV
Energy above the lowest of the compared OMol25 structures with the same formula, charge and spin = 3.8619 eV
F_max = 0.091 hartree/bohr
Total charge = 0

The geometry in XYZ format:
```
23
Properties=species:S:1:pos:R:3:forces:R:3
C -0.15382 -0.83624 1.38645 -0.527 1.214 0.386
C -1.00895 1.05002 0.18492 2.051 -2.269 -3.510
C -0.48120 -0.13497 2.57127 0.924 -1.984 -1.009
C -0.34123 -0.26765 0.11393 -1.406 0.819 2.884
C -0.97579 1.99040 3.48604 -0.904 0.248 -0.766
C 1.49294 0.29876 -2.32932 -1.457 -1.338 -0.804
C -0.26458 -1.10685 -1.09085 0.902 2.817 -2.577
C 1.16377 -1.12755 -1.81824 -0.384 0.372 1.798
N -1.13395 1.83928 1.16534 -0.675 -1.112 3.186
N -0.89009 1.13118 2.47768 -0.135 4.534 -0.430
S 1.13357 -2.33471 -3.13776 -1.125 -0.427 -1.438
H 0.17877 -1.86066 1.48374 0.121 -0.035 0.031
H -1.25861 1.49221 -0.81734 0.026 -0.179 1.050
H -0.33954 -0.49653 3.59857 -0.146 -0.010 -0.718
H -1.49118 2.94245 3.45104 0.188 -0.182 -1.062
H -0.78249 1.73363 4.47702 0.627 -1.213 1.213
H 0.68268 1.00073 -2.15231 -0.051 0.023 0.388
H 1.58004 0.25012 -3.40751 0.282 0.067 -0.212
H 2.37440 0.66216 -1.93265 1.821 0.901 0.836
H -0.43081 -2.11913 -0.91751 -1.148 -1.638 0.354
H -1.00129 -0.57522 -1.82444 1.105 -1.623 0.765
H 1.95831 -1.59857 -1.05272 -1.629 1.255 -1.688
H -0.01094 -1.93286 -3.91534 1.537 -0.241 1.324
```
Positions in Å, forces in eV/Å.